No. 1
A single C5H8OS2 molecule, computed with ωB97M-V/def2-TZVPD.

```
16
Properties=species:S:1:pos:R:3:forces:R:3
O -1.212928 1.705529 0.425790 -2.1376 0.2644 1.2088
C -0.715889 1.175777 -0.722769 -0.0840 -1.3066 -2.3629
C -0.365927 -0.360360 -0.628898 -2.9056 0.1531 2.1742
C 0.849410 -0.796830 -1.322524 0.4973 4.8504 1.2453
S 1.977699 -0.032629 0.069640 0.1351 -0.1187 0.5315
C 0.653927 -0.139606 1.601196 3.0596 -0.7271 0.2743
C -0.259624 -1.021931 0.801072 -3.3576 6.5325 -1.4591
S -1.980598 -1.028173 0.069939 1.2669 -1.0791 0.1322
H -1.956721 1.139712 0.694435 -0.1550 0.2418 0.1276
H 0.170982 1.700129 -0.685158 2.3884 0.9442 -1.4528
H -1.308667 1.376598 -1.770234 1.0786 -0.4692 2.5463
H 1.159890 -0.147343 -2.143613 -0.2839 -0.5924 -0.3873
H 1.052863 -1.774559 -1.363513 0.6103 -3.5820 -0.5556
H 0.408847 0.897804 1.998724 0.1458 -1.6936 -0.7946
H 1.394811 -0.788976 2.271225 -2.1570 1.6125 -0.7944
H 0.131925 -1.905136 0.704691 1.8988 -5.0302 -0.4335
```
Positions in Å, forces in eV/Å.

As for the energy above the lowest of the compared OMol25 structures with the same formula, charge and spin: 426.9 kJ/mol. The calculation puts the LUMO energy at 0.20 eV. As for the SMILES: OC[C@@]12CSC[C@H]1S2. The frontier orbital gap comes out at 9.11 eV. The calculation puts the total energy at -29028.2572 eV.

=====

No. 2
A molecular structure, C16H33GdN4OPS, computed with ωB97M-V/def2-TZVPD.

```
57
Properties=species:S:1:pos:R:3:forces:R:3
C -0.591595 2.478970 -1.921968 0.2558 0.5981 0.2434
C -0.264486 1.281258 -2.849649 -0.3613 -0.7655 0.2622
N -0.281014 0.040717 -2.324287 0.5817 -0.1363 -0.6425
C 0.104321 -1.103712 -3.000908 -0.3580 0.8512 0.1511
C 0.334090 -0.967399 -4.390010 0.1470 -0.2362 -0.0221
C 0.232965 0.292940 -4.980320 -0.1982 0.0055 0.3530
C -0.045916 1.435581 -4.209729 0.1962 -0.0518 -0.4634
C 0.281245 -2.340350 -2.267843 0.2393 -0.7845 -1.9776
P 0.184629 -2.560900 -0.522573 -0.2355 1.1406 2.0896
H -0.086592 2.429947 -4.652784 0.0757 -0.3018 -0.0192
H 0.619820 -1.847327 -4.979382 -0.1806 0.4513 0.2154
H 0.373813 0.391477 -6.051629 0.0705 0.0061 0.1320
C 1.511943 2.784176 -0.558973 -0.1445 0.3158 -0.1211
C -0.651273 3.131610 0.533848 -0.2291 0.2032 -0.0741
H 0.559446 -3.197187 -2.895731 -0.0040 0.3861 0.0229
H -1.681833 2.527270 -1.746455 0.4669 -0.0795 -0.1280
H -0.286155 3.400911 -2.449649 -0.2615 -0.3031 0.0958
C 1.686840 -3.229053 0.311688 0.2082 -0.4473 -0.6277
C -1.209843 -3.566621 0.067758 -0.2807 -0.5043 -0.4501
H 1.537177 -3.150701 1.406842 -0.1552 0.0200 -0.6326
H 1.868048 -4.282236 0.045878 0.0913 0.3423 0.1528
H 2.561135 -2.612471 0.038152 -0.3777 -0.3071 0.0859
H -1.241531 -3.490340 1.168830 0.1295 0.0314 -0.4908
H -2.151677 -3.168953 -0.345266 0.3609 -0.2308 0.1611
H -1.098130 -4.621034 -0.223465 -0.1886 0.2563 0.1478
H -0.680072 4.229642 0.416235 0.0048 -0.3710 -0.0548
H -1.678641 2.740149 0.600289 0.3471 0.1674 -0.0687
H -0.132674 2.902222 1.480509 -0.1993 0.0929 -0.3790
H 1.707642 3.855981 -0.746715 -0.1275 -0.4095 0.0112
H 1.923607 2.535751 0.438642 -0.0925 0.0895 -0.4137
H 2.045944 2.183330 -1.313953 -0.1064 0.2204 0.1938
Gd 0.395815 0.190348 -0.146282 0.2778 -0.3676 0.7823
H 2.277790 -0.085418 -0.201593 0.8289 -0.1561 -0.1962
O -2.302908 -0.072457 -0.388928 -0.3885 -0.3814 0.2289
H -2.886410 -0.600783 0.189805 0.3137 0.4267 -0.3495
H -2.587848 -0.255943 -1.296733 -0.0222 0.0109 0.2467
N 0.067659 2.454911 -0.563954 -0.2036 0.5724 -0.9044
C -2.405172 0.156162 3.679970 -0.2673 0.0109 -0.3982
N -1.222624 0.099633 4.556462 0.3968 -0.1984 -1.0873
C -1.473934 0.104771 5.976278 -0.6212 0.1055 0.8888
C -0.030524 -0.032226 3.940093 0.4860 0.1711 1.0930
S -0.114232 -0.160131 2.229361 -0.0470 -0.4063 1.5723
N 1.200538 -0.063118 4.520304 -1.3292 -0.0727 -1.5989
C 1.551439 -0.096409 5.916873 0.6065 0.0126 0.9771
C 2.357968 -0.146456 3.614561 0.4167 -0.0893 -0.2672
H -3.304554 0.225468 4.282732 0.0938 0.0289 0.1385
H -2.470730 -0.757008 3.057410 -0.0415 0.5193 0.3547
H -2.352831 1.042290 3.018479 -0.0876 -0.5110 0.3342
H -1.166706 -0.837064 6.449891 0.0659 0.3697 -0.0364
H -1.046772 0.992748 6.460344 0.0140 -0.3763 -0.0136
H -2.560297 0.175086 6.109564 0.4054 -0.0191 0.0411
H 2.115589 -1.018199 6.119656 -0.2291 0.1843 0.0027
H 2.228255 0.743418 6.126911 -0.2404 -0.1549 0.0329
H 0.706211 -0.045334 6.595395 0.2554 -0.0112 -0.2514
H 2.308558 -1.046865 2.979181 0.0068 0.4008 0.3007
H 2.418020 0.739312 2.960075 -0.0548 -0.3668 0.2965
H 3.278966 -0.198883 4.201762 -0.3095 0.0486 0.0599
```
Positions in Å, forces in eV/Å.

The spin multiplicity is 9. The calculation puts the LUMO energy (alpha / beta) at -5.53 / -7.76 eV. As for the charge: +2. The frontier orbital gap (alpha / beta) comes out at 8.58 / 6.21 eV. The calculation puts the total energy at -66077.9403 eV.

=====

No. 3
A molecular structure, C4H11HgI2O3P, computed with ωB97M-V/def2-TZVPD.

```
22
Properties=species:S:1:pos:R:3:forces:R:3
Hg 0.882222 -1.175342 1.237408 0.1494 -0.1168 -0.2496
I 0.350947 -3.454874 -1.256421 -0.1753 0.0188 0.0617
C 2.431504 -3.322044 -1.597066 0.0835 -0.0795 -0.0198
I 3.258736 -1.421086 -1.193741 0.0379 0.1494 0.0537
H 2.606545 -3.542698 -2.641868 0.0081 -0.0151 -0.0112
H 2.918291 -4.041088 -0.951737 0.0083 -0.0200 -0.0116
C -0.884113 1.212708 -2.190702 0.0470 0.0110 0.0590
O -0.136215 1.704756 -1.052075 0.0679 -0.0553 -0.2153
P -0.220214 1.046678 0.365768 -0.1289 0.0331 0.5388
O -1.755493 0.943881 0.738349 -0.1249 -0.0142 -0.0269
C -2.518063 -0.269139 0.872522 0.0179 0.0661 -0.0151
O 0.352177 2.235570 1.214940 0.1202 0.0128 -0.1794
C 0.908074 2.126756 2.538262 -0.1132 0.0123 0.0087
H -1.386644 2.067769 -2.630207 -0.0043 0.0136 -0.0035
H -1.622754 0.470534 -1.891116 -0.0001 0.0013 -0.0051
H -0.180943 0.781661 -2.896698 0.0117 -0.0195 -0.0043
H -3.233515 -0.106047 1.671601 -0.0051 0.0034 0.0079
H -1.875128 -1.112863 1.130074 0.0068 -0.0166 0.0070
H -3.040401 -0.474780 -0.058793 -0.0108 0.0063 -0.0045
H 1.807110 2.733399 2.558271 0.0037 0.0177 -0.0120
H 1.157698 1.092664 2.782125 0.0128 -0.0049 0.0130
H 0.180181 2.503582 3.251110 -0.0127 -0.0040 0.0085
```
Positions in Å, forces in eV/Å.

The spin multiplicity is 2. The calculation puts the LUMO energy (alpha / beta) at -3.63 / -5.64 eV. As for the charge: +1. The frontier orbital gap (alpha / beta) comes out at 7.84 / 7.32 eV. The calculation puts the total energy at -40127.3545 eV.

=====

No. 4
A molecular structure, C9H11CaNO5, computed with ωB97M-V/def2-TZVPD.

```
27
Properties=species:S:1:pos:R:3:forces:R:3
Ca 0.115744 0.236648 -2.655632 0.0643 -0.0318 3.3796
O 0.313697 3.586602 -0.409017 -0.0325 -0.9517 -0.0636
C 0.267432 2.539374 -0.812396 -0.0060 0.8374 -0.2527
C 0.016102 -2.038705 -1.056716 -0.1444 -3.4555 0.8046
O -0.032001 -3.094191 -0.603358 0.1433 3.5916 -1.1728
C 2.496730 0.130801 -1.049067 3.7140 -0.3794 0.8577
O 3.571432 0.031780 -0.655464 -3.8120 0.3630 -1.1352
C -2.263768 0.392335 -1.282358 -2.8667 -0.0399 0.7055
O -3.326317 0.393128 -0.871100 2.9069 0.0157 -0.8950
C 0.180475 0.883371 -5.035581 -0.0214 -1.3270 -1.2693
H -0.715343 1.503380 -5.096061 -0.0224 -0.1238 0.0908
H 1.131680 1.418373 -5.076316 -0.0179 -0.1505 0.0910
C 0.115780 -0.476625 -5.094441 0.0938 1.1870 -1.1441
H 1.011149 -1.099632 -5.193011 -0.0968 0.2450 0.1749
H -0.834022 -1.007353 -5.212198 0.0935 0.2116 0.1731
C 0.415545 0.987680 3.563938 -0.5974 -0.8257 1.3017
N -0.187131 -0.306243 3.100107 0.4518 0.5301 0.1307
C -0.636100 -1.170313 4.203277 -0.3935 -0.8447 0.3107
C -0.305829 -0.737344 1.848734 0.1022 0.5938 -0.4630
O -0.068124 -0.129819 0.773273 0.2134 0.1825 0.6098
H 0.360850 0.922290 4.684210 0.1699 0.2843 -1.2062
H -0.187593 1.850531 3.304574 0.1164 0.0612 -0.4812
H 1.472532 1.077310 3.337372 -0.0433 0.0490 -0.5212
H -1.733523 -1.334187 4.173697 0.6964 -0.0196 -0.1052
H -0.091025 -2.137302 4.224852 -0.4256 0.5388 -0.1507
H -0.419723 -0.662294 5.145830 -0.0942 -0.2567 -0.2659
H -0.668657 -1.759585 1.742862 -0.1919 -0.2847 0.4961
```
Positions in Å, forces in eV/Å.

The calculation puts the LUMO energy at -8.28 eV. As for the charge: +2. The frontier orbital gap comes out at 7.15 eV. The calculation puts the total energy at -39660.9077 eV.